Record 1
Below is C44H47N4PRuSSi as an isolated structure at a distorted geometry, with properties calculated with ωB97M-V/def2-TZVPD.

Structure (ORCA input):
```
! wB97M-V def2-TZVPD RIJCOSX def2/J DEFGRID3
* xyz 1 6
Ru 0.30844 0.11206 -0.04655
S -1.72294 0.97285 1.08524
P 0.97083 2.69668 -0.76738
Si 3.02241 -1.50327 0.34922
N 0.39939 -2.39774 -0.15983
N -1.60110 0.40783 -1.56269
N -6.83780 -7.97100 0.36542
N -3.57620 1.36114 -0.94743
C -0.58990 -4.53568 -1.00378
C 4.55129 3.67985 1.02006
C -2.57886 0.42323 -0.45374
C 3.62355 3.33860 0.04540
C -1.43839 4.17918 -0.73833
C 6.52786 -2.44076 -1.66154
C -3.71589 -1.96264 -0.10767
C -5.64824 -5.68791 0.18543
C -3.14079 -0.91381 -0.24005
C 7.16824 -1.65716 0.51576
C 2.53914 0.02097 -0.59245
C 0.59956 5.45576 -0.83444
C -0.71236 -4.92931 0.47876
C -4.85936 -5.39452 -0.92672
C -0.15554 -2.59976 1.21646
C -0.04986 4.22181 -0.75272
C 7.51899 -2.10314 -0.75000
C 1.80218 -2.84682 -0.27806
C 1.84495 -0.23951 2.64185
C 2.81945 3.68130 2.68829
C 3.07098 -1.85873 4.50822
C -6.30807 -6.95478 0.28310
C -3.68094 1.16988 -2.40990
C -2.17256 5.35552 -0.82886
C -2.46130 0.28719 -2.75776
C -1.17788 -3.73622 1.30775
C 1.56249 -0.06477 3.98563
C 1.71572 2.83822 -2.43814
C -0.47709 -3.01364 -1.16881
C -0.13573 6.62457 -0.92128
C 5.19289 -2.32399 -1.30860
C -5.15633 -3.52680 1.11652
C 5.83106 -1.54018 0.86614
C 1.89156 3.33874 1.72037
C -4.37088 -3.22645 0.00156
C -1.52400 6.57482 -0.92853
C -5.79278 -4.74929 1.20652
C 3.33536 -2.03094 3.15690
C 4.82231 -1.87526 -0.03935
C -4.22530 -4.17152 -1.01839
C 2.18446 -0.87534 4.92427
C 4.15231 3.85159 2.33702
C 2.28744 3.17287 0.39181
C 2.72854 -1.22249 2.19361
H 0.84578 3.20927 1.98428
H 0.85901 0.69562 4.30200
H 2.38470 -0.09667 -1.66984
H -1.96436 3.24129 -0.64064
H -4.45794 1.30711 -0.45780
H 0.27914 -5.02277 -1.44837
H 4.02046 -2.81209 2.84498
H -3.61188 2.14214 -2.90182
H -2.15702 -3.40247 0.95985
H 3.55713 -2.49475 5.23664
H 0.90994 2.77547 -3.17035
H 3.13538 0.89679 -0.35922
H -1.25224 1.36678 -1.58432
H 2.21671 3.79777 -2.55804
H 0.25205 -5.27145 0.86340
H 4.88323 4.11884 3.08867
H 2.01743 -3.02030 -1.33610
H -3.61749 -3.93692 -1.88241
H -5.26188 -2.79594 1.90653
H 5.59044 3.81191 0.74802
H -4.75327 -6.12999 -1.71262
H 4.42987 -2.58673 -2.03503
H -0.09158 -2.77116 -2.16066
H -1.40409 -5.76385 0.59192
H 0.67065 -2.81155 1.89135
H -1.46565 -4.87071 -1.56268
H 3.94905 3.20167 -0.97901
H 8.56156 -2.18268 -1.02848
H -2.75566 -0.75386 -2.87632
H -1.93472 0.60598 -3.65407
H 7.93628 -1.39684 1.23300
H -0.63343 -1.67862 1.57254
H -1.46069 -2.55383 -1.07743
H 1.97297 -0.74247 5.97715
H 1.34227 0.41484 1.91919
H 5.57047 -1.17608 1.85311
H -6.40506 -4.98373 2.06652
H -2.09799 7.48876 -1.00940
H 6.79681 -2.79147 -2.64966
H -1.28816 -4.01154 2.35701
H 1.68224 5.49981 -0.81513
H 1.96165 -3.79760 0.24400
H -3.25417 5.31269 -0.81243
H 0.37419 7.57749 -0.97889
H 2.50660 3.81811 3.71520
H -4.61290 0.68933 -2.70984
H 2.41844 2.02469 -2.61706
*
```

Output
HOMO-LUMO gap (spin up / spin down): 7.5 / 6.5 eV
E_LUMO (spin up / spin down): -2.3 / -4.5 eV

***

Record 2
Below is C44H48AsClF6N4O5P2Se2Ta as an isolated structure, with properties calculated with ωB97M-V/def2-TZVPD.

Structure (ORCA input):
```
! wB97M-V def2-TZVPD RIJCOSX def2/J DEFGRID3
* xyz 2 2
Ta -0.91991 0.56623 -1.43032
Se 0.27970 -1.73609 -2.07696
Se 0.79003 -0.99752 0.00469
As 1.04298 1.15128 -3.46883
Cl -5.97308 2.31050 -0.51029
P -3.00279 2.06462 -3.26657
P 3.29780 -1.28320 0.10110
F -1.91048 0.43629 -3.21441
F -1.53782 2.72051 -3.07089
F -2.84371 1.75345 -1.59414
F -2.82041 2.04670 -4.80429
F -4.20760 1.09679 -3.27720
F -3.76662 3.38000 -3.07099
O -2.23612 -0.76291 -0.83388
O -3.91354 -1.44512 0.50654
O 0.12454 2.14766 -0.84387
O 0.61936 3.79802 0.60454
O -3.93116 -0.82620 4.82994
N -2.83798 -2.68920 2.95905
N -2.43858 -3.70321 2.16430
N -1.61783 1.15318 0.56320
N -0.87705 -2.08888 2.21243
C -6.54371 0.11668 0.96951
C 2.90767 -3.75613 3.22326
C -0.03127 2.84985 0.30112
C -1.12400 2.24840 1.12924
C -3.98123 -3.00518 5.97208
C -6.53749 0.08963 3.39540
C 3.54075 -1.05251 2.91648
C -2.62769 0.48136 1.10740
C -6.70246 -0.62681 4.71552
C 3.18430 -2.96295 4.33020
C -3.19221 0.88301 2.29995
C 3.78958 0.44554 0.16066
C -4.53702 -2.13033 4.80092
C -4.23060 -2.66639 3.40159
C 1.42550 1.05720 -6.31654
C 1.48855 2.33834 -6.85917
C -2.46810 -3.23580 5.86313
C -6.26063 1.47080 0.98732
C 2.95195 -3.20055 1.95886
C -6.09140 -2.02357 4.86751
C -1.89371 -1.74557 2.98779
C -3.03000 -0.69090 0.26426
C -6.69046 -0.55973 2.17349
C 3.70180 2.74128 0.88795
C 2.33189 0.09280 -6.75011
C 2.44662 2.65156 -7.81152
C 3.28919 0.40463 -7.70380
C -4.23413 -2.29015 7.30924
C -6.17037 2.16197 2.18572
C -6.30021 1.46375 3.37689
C 4.80961 3.02880 0.09548
C 1.50684 3.02673 -3.48058
C 2.80580 0.35962 -3.39000
C 3.20108 1.45348 0.93109
C 4.88649 0.74944 -0.65058
C -1.62656 2.72445 2.32237
C 3.25541 -1.84014 1.79503
C 5.40629 2.03638 -0.66601
C -1.26804 -3.30000 1.73300
C -4.66209 -4.37934 6.00389
C 0.40146 0.72608 -5.27183
C 3.35108 1.68643 -8.23217
C 3.50731 -1.61881 4.17733
C -2.67394 2.02105 2.91057
H 2.75912 -3.82020 1.08947
H -4.20987 -4.98093 6.79318
H 0.64205 3.63590 -3.72777
H -4.03252 -0.46994 5.71935
H -6.32935 0.02288 5.51026
H -6.93320 -1.61495 2.14393
H 2.76981 -0.72803 -3.37675
H -1.98053 -0.85893 3.58948
H -4.52465 -4.92616 5.06962
H 3.80991 -0.01131 2.80211
H 0.77022 3.09024 -6.55130
H 0.14666 -0.33523 -5.27549
H -2.21131 -3.90964 5.04568
H 2.35589 1.22647 1.57315
H 4.09276 1.92879 -8.98092
H -4.77457 -2.06121 2.67709
H 3.16342 -3.39938 5.32000
H -1.92311 -2.29932 5.73505
H -3.59691 -1.40938 7.43170
H 5.33759 -0.02026 -1.26762
H -4.00584 0.32090 2.74188
H 2.47882 3.64623 -8.23536
H 2.28874 3.16976 -4.22514
H -3.10227 2.36154 3.84361
H 1.86962 3.29655 -2.49060
H -6.22471 2.00154 4.31524
H -5.99551 3.22988 2.18167
H -6.52642 -2.70197 4.12872
H -6.43949 -2.39840 5.82696
H -2.11642 -3.69965 6.78598
H -5.72927 -4.32227 6.21458
H -1.20944 3.62084 2.75972
H -0.67270 -3.90191 1.06461
H -5.27324 -1.99079 7.45126
H -0.51967 1.28954 -5.41128
H 5.20396 4.03588 0.07276
H 3.97906 -0.35614 -8.04365
H 3.30270 0.72478 -2.49203
H -7.77442 -0.73241 4.90750
H -6.64475 -0.40705 0.02890
H 2.67460 -4.80448 3.34847
H 3.23233 3.52478 1.46628
H -4.58133 -3.69001 3.30261
H -3.98004 -2.96126 8.12984
H 6.26782 2.26223 -1.27928
H 2.27568 -0.91600 -6.35510
H 3.35306 0.69172 -4.27181
H 3.74155 -1.01680 5.04465
*
```

Output
HOMO-LUMO gap (spin up / spin down): 5.8 / 4.3 eV
E_LUMO (spin up / spin down): -7.1 / -8.6 eV

***

Calculated values (a.u.) of DFT total energy for the records, taken in order: -3047.4595 -11138.3201.